DFT (wB97M-V/def2-TZVPD) results for a single C27H36N4O4 molecule at a distorted geometry.

Positions of all 71 atoms, in Å:
C -5.2446 -2.5707 0.5945
O -4.1097 -2.5094 1.4196
C -2.8759 -2.5998 0.8262
C -1.7770 -2.4940 1.6748
C -0.4894 -2.5180 1.1811
C -0.2492 -2.6428 -0.1900
C -1.3590 -2.8016 -1.0230
C -2.6512 -2.7761 -0.5330
H -3.4707 -2.8909 -1.2247
H -1.2117 -2.9520 -2.0818
N 1.0264 -2.6743 -0.7623
C 1.2953 -1.7272 -1.8240
H 0.4181 -1.6125 -2.4592
C 1.6959 -0.3657 -1.2387
N 2.9110 -0.5422 -0.4698
C 2.7007 -1.4701 0.6302
C 2.1992 -2.8083 0.0742
H 1.9892 -3.5026 0.8884
H 2.9843 -3.2419 -0.5558
H 3.6523 -1.6276 1.1410
H 1.9699 -1.0815 1.3531
C 3.6316 0.6727 -0.1335
C 5.0919 0.3482 -0.0091
C 6.0961 0.4056 -0.9304
C 7.2649 -0.0541 -0.2761
C 6.8837 -0.3576 0.9923
O 5.5724 -0.1185 1.1634
H 7.4268 -0.7347 1.8359
H 8.2460 -0.1428 -0.6949
H 6.0135 0.7340 -1.9458
H 3.5206 1.3512 -0.9877
C 3.1831 1.4191 1.1535
N 1.8381 1.9251 1.0953
C 0.8043 1.4035 1.7638
O 0.8378 0.4108 2.4743
C -0.4862 2.1956 1.5473
O -0.4903 3.2430 0.9203
N -1.5224 1.6220 2.1604
H -1.3321 0.7229 2.5887
C -2.8861 2.0718 2.0713
H -3.3325 2.0475 3.0698
H -2.8616 3.1024 1.7098
C -3.6974 1.1897 1.1074
C -3.2101 1.3779 -0.2976
C -2.2630 0.6345 -0.8572
C -1.8319 0.9676 -2.2490
C -1.5081 2.4663 -2.3574
C -2.5542 3.3460 -1.6535
C -3.7334 2.5286 -1.1056
H -4.3805 3.1710 -0.5067
H -4.3234 2.1454 -1.9447
H -2.9329 4.1093 -2.3352
H -2.0771 3.8527 -0.8146
H -0.5349 2.6398 -1.8960
H -1.4256 2.7349 -3.4122
H -2.6477 0.7339 -2.9416
H -0.9646 0.3779 -2.5465
H -1.8020 -0.1959 -0.3465
H -4.7502 1.4679 1.1834
H -3.5885 0.1470 1.4114
H 1.6316 2.7535 0.5497
H 3.8735 2.2522 1.3153
H 3.2409 0.7403 2.0064
H 1.8879 0.3417 -2.0493
H 0.8585 0.0139 -0.6295
H 2.1236 -2.1134 -2.4257
H 0.3239 -2.4132 1.8798
H -1.9531 -2.3779 2.7332
H -6.0996 -2.4488 1.2580
H -5.3209 -3.5362 0.0834
H -5.2440 -1.7651 -0.1482

Cartesian forces (eV/Å) of the 6 atoms listed first:
C -0.2 0.0 -0.1
O 0.4 0.0 0.1
C 0.1 0.0 0.1
C -0.4 0.0 -0.1
C 0.1 0.0 -0.1
C -0.4 -0.1 0.0

The orbital gap is 8.020 eV. The calculation puts the energy above the lowest of the compared OMol25 structures with the same formula, charge and spin at 3.984 eV. The electronic energy comes out at -1570.434535 a.u. The SMILES is COc1ccc(N2CCN([C@@H](CNC(=O)C(=O)NCCC3=CCCCC3)c3ccco3)CC2)cc1.



DFT (wB97M-V/def2-TZVPD) results for a molecular structure, C36H34B2ClF4N7O6P2Se2Ti at a distorted geometry.

Positions of all 95 atoms, in Å:
Ti -1.7269 1.7189 1.6792
C -5.1144 3.2577 -0.5437
C -3.7924 2.9393 0.0361
N -3.6141 2.3808 1.1690
O -4.6795 1.9309 1.8486
B -4.6882 2.2933 3.3256
F -4.6265 3.6668 3.4415
F -5.7820 1.6841 3.8526
O -3.4828 1.6798 4.0197
N -2.3407 2.2268 3.5688
C -1.3717 2.4824 4.3612
C -1.4026 2.2468 5.8211
C -0.1782 3.0529 3.6516
N -0.3389 3.1749 2.3812
O 0.6941 3.6692 1.6991
B 0.3653 4.1557 0.3079
F -0.5700 5.1832 0.3908
F 1.5395 4.4831 -0.2869
O -0.2458 3.0310 -0.5081
N -1.4837 2.7318 -0.0501
C -2.4892 3.2413 -0.6513
C -2.4260 4.0165 -1.9035
C 1.0910 3.3968 4.3246
H -5.8789 3.2260 0.2259
H -5.3533 2.5134 -1.3091
H -5.0888 4.2367 -1.0213
H -2.3556 1.8177 6.1114
H -1.2381 3.1832 6.3573
H -0.5941 1.5613 6.0839
H -1.4147 4.0167 -2.2935
H -2.7357 5.0464 -1.7076
H -3.1153 3.5751 -2.6255
H 0.9851 3.4482 5.4046
H 1.4755 4.3368 3.9319
H 1.8169 2.6206 4.0577
Se 4.9565 -0.9819 1.2795
P 3.3635 -1.1955 -0.0730
C 2.8129 -2.9240 -0.1494
C 2.5212 -3.5230 1.0778
C 2.1232 -4.8466 1.1291
C 2.0192 -5.5906 -0.0405
C 2.3220 -5.0063 -1.2593
C 2.7209 -3.6754 -1.3133
C 3.9304 -0.6211 -1.6852
C 3.6654 0.6831 -2.0848
C 4.3445 1.2260 -3.1673
C 5.2727 0.4666 -3.8603
C 5.5343 -0.8408 -3.4668
C 4.8773 -1.3799 -2.3747
C 1.8304 -0.2786 0.4234
C 0.5112 -0.0088 0.0309
N -0.0150 0.7158 1.0744
N 0.9278 0.8623 2.0150
N 2.0074 0.2794 1.6515
P -0.4886 -0.6527 -1.3796
Se -2.3338 0.2071 -2.0226
C 0.5500 -0.6374 -2.8567
C 1.1061 -1.7936 -3.3796
C 1.8131 -1.7488 -4.5759
C 1.9571 -0.5486 -5.2486
C 1.3982 0.6132 -4.7252
C 0.6998 0.5732 -3.5352
C -0.7652 -2.3847 -0.9297
C -1.3625 -3.2150 -1.8801
C -1.6871 -4.5204 -1.5582
C -1.4336 -5.0039 -0.2799
C -0.8486 -4.1823 0.6695
C -0.5106 -2.8731 0.3469
H 2.6335 -2.9476 1.9897
H 1.8985 -5.3027 2.0849
H 1.7135 -6.6285 0.0012
H 2.2567 -5.5855 -2.1721
H 2.9746 -3.2323 -2.2655
H 2.9585 1.2904 -1.5311
H 4.1486 2.2493 -3.4620
H 5.8020 0.8948 -4.7023
H 6.2744 -1.4301 -3.9929
H 5.1433 -2.3682 -2.0207
H 0.9755 -2.7344 -2.8653
H 2.2459 -2.6557 -4.9802
H 2.5036 -0.5139 -6.1825
H 1.5184 1.5543 -5.2459
H 0.2544 1.4747 -3.1318
H -1.6034 -2.8227 -2.8606
H -2.1471 -5.1593 -2.3013
H -1.6897 -6.0251 -0.0270
H -0.6493 -4.5532 1.6646
H -0.0286 -2.2500 1.0905
Cl -2.8664 -2.7872 3.9061
C -3.4262 -1.6780 2.6434
C -2.4316 -0.5998 2.3315
O -1.5539 -0.2003 3.1003
O -2.5807 0.0058 1.1878
H -4.3288 -1.1812 3.0003
H -3.6553 -2.2338 1.7380

Cartesian forces (eV/Å) of the 6 atoms listed first:
Ti 0.6 -2.6 0.3
C 0.0 0.0 -0.1
C 0.3 0.1 -0.3
N -0.5 0.3 -0.1
O 0.0 0.1 0.1
B 0.0 -0.1 -0.1

The orbital gap is 5.045 eV. The calculation puts the energy above the lowest of the compared OMol25 structures with the same formula, charge and spin at 1.526 eV. The electronic energy comes out at -9471.736108 a.u.



DFT (wB97M-V/def2-TZVPD) results for a molecular structure, C33H41CdFGeN7O5S.

Positions of all 90 atoms, in Å:
Cd -0.4962 -0.1945 -0.4958
C -2.2511 0.6339 -3.3678
C -0.9030 0.1659 -3.8320
C -0.6077 0.1649 -5.2209
C 0.6203 -0.2294 -5.6382
C 1.6124 -0.5887 -4.6942
C 2.9136 -0.9660 -5.0900
C 3.8406 -1.2622 -4.1305
C 3.5115 -1.1701 -2.7687
C 2.2548 -0.8009 -2.3271
S 1.9920 -0.6391 -0.5986
C 1.2571 -0.5350 -3.3257
N -0.0128 -0.2047 -2.9431
H -3.0512 0.1155 -3.8996
H -2.3523 1.7067 -3.5448
H -2.3640 0.4767 -2.2994
H -1.3742 0.4724 -5.9208
H 0.8705 -0.2588 -6.6932
H 3.1542 -1.0085 -6.1457
H 4.8444 -1.5573 -4.4117
H 4.2684 -1.3817 -2.0233
C 5.6807 1.2154 3.9776
C 5.2380 0.8718 2.5577
C 6.2017 -0.0569 1.8308
C 6.2474 -1.4189 2.5109
C 4.8555 -1.9648 2.7043
C 4.6463 -3.3213 2.8458
C 3.3571 -3.8138 2.9918
F 3.1978 -5.1534 3.1237
C 2.2634 -2.9953 2.9865
C 2.4509 -1.6203 2.8428
C 1.2404 -0.7541 2.7851
O 0.1339 -1.2438 2.9496
C 1.5295 0.6602 2.5739
C 2.8151 1.0716 2.5243
N 3.9055 0.2682 2.5629
C 3.7428 -1.1021 2.7127
C 0.4664 1.7075 2.3169
O 0.7260 2.8886 2.6127
O -0.5570 1.2919 1.7064
H 6.6795 1.6567 3.9731
H 5.6957 0.3254 4.6085
H 4.9878 1.9285 4.4249
H 5.1487 1.7950 1.9829
H 7.1933 0.3987 1.8055
H 5.8578 -0.1711 0.8002
H 6.7539 -1.3364 3.4778
H 6.8328 -2.1216 1.9157
H 5.4791 -4.0139 2.8257
H 1.2534 -3.3751 3.0706
H 3.0159 2.1315 2.4148
C -4.9368 -0.5664 -1.4057
Ge -3.6064 -1.9259 -0.8909
C -2.8318 -2.7640 -2.4913
C -4.6575 -3.3557 -0.0206
C -2.2798 -1.1667 0.2752
H -5.5699 -0.9137 -2.2258
H -4.4782 0.3780 -1.7013
H -5.5839 -0.3794 -0.5438
H -3.6093 -3.0909 -3.1854
H -2.2553 -3.6407 -2.1877
H -2.1558 -2.0873 -3.0148
H -5.4144 -3.7659 -0.6937
H -5.1601 -2.9700 0.8693
H -3.9983 -4.1679 0.2921
H -1.8628 -1.9412 0.9257
H -2.7587 -0.4373 0.9323
C -6.0497 1.2625 1.9988
N -5.4005 2.2137 1.1287
C -5.9758 2.6374 -0.1321
C -4.7359 3.1533 -0.8804
O -4.7836 3.6688 -1.9768
N -3.6270 2.9123 -0.1133
C -4.0405 2.3145 0.9975
N -3.2172 1.8588 1.9458
H -7.1254 1.4159 1.9377
H -5.7585 1.4254 3.0378
H -5.8290 0.2235 1.7264
H -6.7127 3.4340 -0.0159
H -6.4248 1.8064 -0.6837
H -2.2154 1.6607 1.7378
H -3.6109 1.3009 2.6836
N 1.4088 2.8759 -0.3346
C 0.0620 2.8924 -0.5808
N -0.6537 3.8908 0.0114
O -0.4568 2.0720 -1.3546
H 1.6869 3.2920 0.5434
H 1.8415 1.9792 -0.5427
H -0.3351 4.1051 0.9503
H -1.6544 3.7123 -0.0624

Cartesian forces (eV/Å) of the 6 atoms listed first:
Cd 0.0 0.1 0.0
C 0.1 0.0 0.0
C 0.1 0.0 0.1
C -0.1 0.0 0.0
C 0.1 0.0 -0.1
C 0.0 0.0 0.1

The orbital gap is 7.137 eV. The calculation puts the energy above the lowest of the compared OMol25 structures with the same formula, charge and spin at 0.072 eV. The electronic energy comes out at -4784.600276 a.u. The total charge is -1.



DFT (wB97M-V/def2-TZVPD) results for a single C4H7N3 molecule at a distorted geometry.

Positions of all 14 atoms, in Å:
C -1.1543 0.9903 -0.2596
C -1.0757 -0.5542 0.2558
N 0.1243 -0.8435 1.0028
C 1.2437 -0.4705 0.3146
N 2.4497 -0.6180 0.6822
C 0.9837 0.0474 -1.0382
N 1.0753 0.2742 -2.1682
H -1.9711 0.9838 -0.9738
H -0.4237 1.6548 -0.7833
H -1.3537 1.5270 0.6597
H -1.1175 -1.2766 -0.5708
H -1.9387 -0.7798 0.9041
H 0.1261 -0.7422 2.0118
H 3.0318 -0.1929 -0.0371

Cartesian forces (eV/Å) of the 6 atoms listed first:
C -1.0 -0.5 0.7
C -0.1 1.0 -0.6
N 0.3 0.3 -0.1
C 0.4 -0.2 0.2
N -0.1 0.4 0.1
C 1.3 -0.6 -1.5

The orbital gap is 10.272 eV. The calculation puts the energy above the lowest of the compared OMol25 structures with the same formula, charge and spin at 1.731 eV. The electronic energy comes out at -320.819690 a.u. The SMILES is [H]/N=C(\C#N)NCC.



The highest orbital gap belongs to which entry? C4H7N3



Please write out number 1 again, unchanged.
DFT (wB97M-V/def2-TZVPD) results for a single C27H36N4O4 molecule at a distorted geometry.

Positions of all 71 atoms, in Å:
C -5.2446 -2.5707 0.5945
O -4.1097 -2.5094 1.4196
C -2.8759 -2.5998 0.8262
C -1.7770 -2.4940 1.6748
C -0.4894 -2.5180 1.1811
C -0.2492 -2.6428 -0.1900
C -1.3590 -2.8016 -1.0230
C -2.6512 -2.7761 -0.5330
H -3.4707 -2.8909 -1.2247
H -1.2117 -2.9520 -2.0818
N 1.0264 -2.6743 -0.7623
C 1.2953 -1.7272 -1.8240
H 0.4181 -1.6125 -2.4592
C 1.6959 -0.3657 -1.2387
N 2.9110 -0.5422 -0.4698
C 2.7007 -1.4701 0.6302
C 2.1992 -2.8083 0.0742
H 1.9892 -3.5026 0.8884
H 2.9843 -3.2419 -0.5558
H 3.6523 -1.6276 1.1410
H 1.9699 -1.0815 1.3531
C 3.6316 0.6727 -0.1335
C 5.0919 0.3482 -0.0091
C 6.0961 0.4056 -0.9304
C 7.2649 -0.0541 -0.2761
C 6.8837 -0.3576 0.9923
O 5.5724 -0.1185 1.1634
H 7.4268 -0.7347 1.8359
H 8.2460 -0.1428 -0.6949
H 6.0135 0.7340 -1.9458
H 3.5206 1.3512 -0.9877
C 3.1831 1.4191 1.1535
N 1.8381 1.9251 1.0953
C 0.8043 1.4035 1.7638
O 0.8378 0.4108 2.4743
C -0.4862 2.1956 1.5473
O -0.4903 3.2430 0.9203
N -1.5224 1.6220 2.1604
H -1.3321 0.7229 2.5887
C -2.8861 2.0718 2.0713
H -3.3325 2.0475 3.0698
H -2.8616 3.1024 1.7098
C -3.6974 1.1897 1.1074
C -3.2101 1.3779 -0.2976
C -2.2630 0.6345 -0.8572
C -1.8319 0.9676 -2.2490
C -1.5081 2.4663 -2.3574
C -2.5542 3.3460 -1.6535
C -3.7334 2.5286 -1.1056
H -4.3805 3.1710 -0.5067
H -4.3234 2.1454 -1.9447
H -2.9329 4.1093 -2.3352
H -2.0771 3.8527 -0.8146
H -0.5349 2.6398 -1.8960
H -1.4256 2.7349 -3.4122
H -2.6477 0.7339 -2.9416
H -0.9646 0.3779 -2.5465
H -1.8020 -0.1959 -0.3465
H -4.7502 1.4679 1.1834
H -3.5885 0.1470 1.4114
H 1.6316 2.7535 0.5497
H 3.8735 2.2522 1.3153
H 3.2409 0.7403 2.0064
H 1.8879 0.3417 -2.0493
H 0.8585 0.0139 -0.6295
H 2.1236 -2.1134 -2.4257
H 0.3239 -2.4132 1.8798
H -1.9531 -2.3779 2.7332
H -6.0996 -2.4488 1.2580
H -5.3209 -3.5362 0.0834
H -5.2440 -1.7651 -0.1482

Cartesian forces (eV/Å) of the 6 atoms listed first:
C -0.2 0.0 -0.1
O 0.4 0.0 0.1
C 0.1 0.0 0.1
C -0.4 0.0 -0.1
C 0.1 0.0 -0.1
C -0.4 -0.1 0.0

The orbital gap is 8.020 eV. The calculation puts the energy above the lowest of the compared OMol25 structures with the same formula, charge and spin at 3.984 eV. The electronic energy comes out at -1570.434535 a.u. The SMILES is COc1ccc(N2CCN([C@@H](CNC(=O)C(=O)NCCC3=CCCCC3)c3ccco3)CC2)cc1.



Which formula does entry 1 have? C27H36N4O4